Molecular formula: C9H12ClNPb
Method: DFT, ωB97M-V/def2-TZVPD

## Properties
Total charge: -2
E_tot: -28781.624 eV
Gap between HOMO and LUMO: 3.82 eV
E_LUMO: 5.5 eV
2S+1: 1
Largest force on an atom: 3.10 eV Å⁻¹

Element x y z (Å)
C: 1.79 0.42 -1.15
C: 1.33 1.74 -0.86
C: 0.27 2.04 -1.75
C: 0.06 0.91 -2.58
C: 1.00 -0.08 -2.22
Pb: -0.99 0.25 -0.19
C: 0.07 0.09 2.00
C: 0.41 -1.28 1.70
C: 1.51 -1.88 2.32
N: -0.27 -1.84 0.67
H: -0.31 2.97 -1.75
H: 1.72 2.37 -0.06
H: -0.68 0.83 -3.38
H: 1.14 -1.06 -2.69
H: 2.62 -0.09 -0.67
H: 0.83 0.85 2.15
H: 0.05 -2.79 0.43
H: -0.95 0.38 2.41
H: 2.06 -1.28 3.05
H: 1.81 -2.86 1.96
Cl: -3.90 -0.01 -1.28
C: -3.29 0.09 0.30
H: -3.21 1.10 0.78
H: -3.09 -0.88 0.83